1.
# C10H24BF6NO15S2Zr

C10H24BF6NO15S2Zr as an isolated structure (ωB97M-V/def2-TZVPD, OMol25).

Cartesian coordinates (Å):
Zr -0.316620 1.809595 -0.583791
C -3.987205 0.328046 -2.521999
F -4.712941 -0.160749 -3.483260
F -4.410926 1.542934 -2.243029
F -4.061043 -0.427057 -1.454762
S -2.186217 0.535529 -3.146026
O -2.091895 -0.307526 -4.305594
O -2.021681 1.941525 -3.436891
N -1.157035 0.253403 -1.704899
S -1.023543 -1.388364 -1.719841
O -0.604245 -1.876078 -0.415907
O -2.112620 -2.108707 -2.298642
C 0.459643 -1.805219 -2.828442
F 1.608116 -1.591370 -2.210531
F 0.387122 -3.084778 -3.113859
F 0.440268 -1.125466 -3.953004
C 2.298901 3.480995 -3.466272
C 1.454303 2.813467 -2.438517
O 0.809063 1.768898 -2.695261
O 1.346644 3.210928 -1.236342
H 2.762543 4.363356 -3.030312
H 1.726933 3.815466 -4.332149
H 3.016314 2.765174 -3.864096
C -3.447407 0.564761 2.098186
C -2.382337 1.094181 1.208573
O -1.153424 0.856163 1.343891
O -2.575808 1.701484 0.118246
H -3.909997 -0.380922 1.822603
H -4.207622 1.333074 2.232024
H -2.992036 0.348986 3.065771
B 1.565544 0.529092 0.265083
H 1.313428 -0.268360 1.054930
H 1.225108 1.528853 0.656415
H 2.686091 0.523581 0.092334
H 1.063976 0.299045 -0.714217
C -1.076097 -1.573969 3.947644
C -0.901012 -2.425607 2.706291
C 0.575517 -2.670956 2.454924
O 0.664061 -4.095651 2.301475
C -0.563603 -4.629771 2.417949
O -0.866286 -5.749279 2.157981
O -1.432702 -3.730390 2.933435
H -2.141417 -1.400033 4.099087
H -0.525892 -0.635335 3.859233
H -0.639219 -2.064388 4.819288
H -1.391786 -1.915469 1.879133
H 1.239260 -2.356226 3.258242
H 0.832366 -2.123845 1.554231
O 4.620358 1.365185 -0.836648
H 4.456713 1.198670 -1.771597
H 3.792360 1.124886 -0.393120
O 3.039759 0.744524 2.984805
H 2.670263 0.354201 2.174187
H 3.047585 1.693106 2.821278
O 3.790442 -1.799421 0.306997
H 3.433671 -0.972280 -0.034632
H 3.157914 -2.473066 0.028868
O -0.111216 3.479104 0.920525
H 0.011503 3.412993 1.879922
H -0.491939 4.359075 0.770111

Cartesian forces (eV/Å) of the 2 atoms listed first:
Zr 1.00 -0.40 0.26
C 0.89 0.47 0.30

## Properties
- HOMO level: -10.42 eV
- Charge: 0
- Maximum force: 0.1015 Eh/bohr
- Electronic energy: -3046.31857 Eh

Atomic partial charges in e from the natural (NBO) method, atoms 1 to 8: Zr 2.36; C 0.80; F -0.28; F -0.30; F -0.29; S 2.12; O -0.83; O -0.90



2.
# C10H24BiIO5P2S

C10H24BiIO5P2S as an isolated structure (ωB97M-V/def2-TZVPD, OMol25).

Cartesian coordinates (Å):
C 0.002972 -0.092117 -6.585671
C 0.011821 0.682187 -5.314219
H 0.007061 0.539944 -7.491479
H -0.901226 -0.723318 -6.575562
H 0.894620 -0.741264 -6.579678
O 0.036859 1.817391 -4.981897
I -0.048282 -1.093119 -3.577993
Bi -0.000423 -0.509786 -0.706123
P 2.723780 -0.180472 -0.487658
C 3.296191 1.213808 0.534862
C 3.406230 -1.656389 0.348091
H 4.504759 -1.653090 0.266677
H 4.698577 -0.288068 -1.875560
H 3.013781 -2.562439 -0.134332
H 3.215779 -0.698609 -2.808207
H 2.918978 1.113186 1.563809
H 3.106778 -1.670065 1.406332
C 3.643088 -0.028695 -2.048874
H 4.397372 1.227371 0.549729
H 3.572672 1.007203 -2.410343
H 2.926992 2.155844 0.104508
P -2.697646 -0.159272 -0.356698
C -3.317175 1.230809 0.631198
C -3.656711 -0.102719 -1.898692
H -2.756999 -2.532874 0.100178
H -4.351951 -1.763393 0.361281
H -3.032976 -1.615699 1.591317
C -3.267795 -1.656166 0.518960
H -3.231264 -0.792893 -2.638012
H -4.699039 -0.375742 -1.682573
H -4.418146 1.209988 0.660780
H -2.989330 2.169022 0.162746
H -3.615534 0.916239 -2.306616
H -2.901287 1.173703 1.645407
C 0.185632 1.552296 0.740807
O 0.459977 2.567963 1.203949
C 1.045618 -0.784367 3.759437
S -0.276367 -0.949079 2.577553
O -1.363022 -1.749642 3.088677
O -0.694593 0.448924 2.218134
O 0.437998 -1.606605 1.411301
H 0.558636 -0.667593 4.726937
H 1.663206 0.094192 3.530344
H 1.649891 -1.693895 3.711774

Cartesian forces (eV/Å) of the 2 atoms listed first:
C -0.03 -0.56 -0.11
C 0.08 3.95 -0.09

## Properties
- HOMO level: -14.46 eV
- Charge: +2
- Maximum force: 0.0796 Eh/bohr
- Electronic energy: -2364.22274 Eh

Atomic partial charges in e from the natural (NBO) method, atoms 1 to 8: C -0.76; C 0.73; H 0.30; H 0.29; H 0.29; O -0.37; I -0.16; Bi 1.31